1.
{
  "formula": "C32H58AsGeN2S4Sc",
  "method": "wB97M-V/def2-TZVPD",
  "species": ["Sc", "C", "C", "S", "C", "C", "S", "C", "C", "S", "C", "C", "S", "H", "H", "H", "H", "H", "H", "H", "H", "H", "H", "H", "H", "H", "H", "H", "H", "C", "N", "C", "C", "C", "N", "C", "C", "H", "H", "H", "H", "H", "H", "H", "H", "H", "H", "H", "H", "H", "H", "H", "H", "C", "C", "As", "C", "C", "C", "C", "H", "H", "H", "H", "H", "H", "H", "H", "H", "H", "H", "H", "H", "H", "H", "Ge", "C", "C", "C", "C", "C", "C", "C", "C", "C", "C", "C", "C", "H", "H", "H", "H", "H", "H", "H", "H", "H", "H", "H"],
  "positions_angstrom": [[0.722, 1.040, 0.347], [0.221, -2.884, -2.858], [0.625, -1.854, -3.940], [0.816, -0.242, -3.119], [0.939, 1.057, -4.366], [2.140, 1.953, -4.030], [2.589, 2.057, -2.249], [3.949, 0.862, -2.227], [4.410, 0.572, -0.811], [3.164, -0.167, 0.291], [3.263, -1.957, 0.041], [2.564, -2.579, -1.155], [0.773, -2.305, -1.216], [0.610, -3.884, -3.039], [-0.864, -2.942, -2.777], [-0.162, -1.811, -4.690], [1.557, -2.138, -4.423], [0.015, 1.631, -4.330], [1.036, 0.629, -5.363], [1.949, 2.974, -4.355], [3.047, 1.607, -4.521], [4.778, 1.293, -2.789], [3.607, -0.041, -2.732], [4.726, 1.478, -0.296], [5.260, -0.111, -0.818], [2.874, -2.363, 0.973], [4.321, -2.216, -0.013], [2.781, -3.647, -1.157], [2.883, -2.144, -2.103], [1.652, 0.185, 3.295], [0.805, 1.233, 2.673], [-0.581, 1.078, 3.178], [1.305, 2.565, 3.116], [0.893, 3.603, 2.118], [1.403, 3.239, 0.773], [0.846, 4.232, -0.186], [2.887, 3.406, 0.779], [1.286, -0.794, 3.006], [2.682, 0.286, 2.966], [1.620, 0.273, 4.383], [-0.587, 1.121, 4.270], [-0.984, 0.119, 2.861], [-1.219, 1.877, 2.803], [2.386, 2.519, 3.234], [0.894, 2.815, 4.097], [1.274, 4.585, 2.410], [-0.195, 3.689, 2.064], [1.163, 5.238, 0.099], [-0.241, 4.193, -0.166], [1.207, 4.033, -1.189], [3.144, 4.366, 1.231], [3.264, 3.402, -0.236], [3.370, 2.613, 1.352], [-1.880, 3.796, -2.445], [-2.511, 3.251, -1.165], [-1.866, 1.475, -0.719], [-2.489, 0.367, -2.198], [-4.003, 0.388, -2.375], [-3.077, 0.866, 0.704], [-4.363, 1.681, 0.850], [-2.234, 4.809, -2.632], [-2.159, 3.197, -3.313], [-0.791, 3.832, -2.393], [-3.591, 3.165, -1.271], [-2.325, 3.899, -0.309], [-2.123, -0.641, -1.992], [-1.986, 0.709, -3.101], [-4.530, -0.025, -1.515], [-4.267, -0.220, -3.241], [-4.385, 1.391, -2.565], [-2.540, 0.869, 1.644], [-3.288, -0.172, 0.468], [-4.166, 2.702, 1.178], [-4.998, 1.214, 1.603], [-4.936, 1.731, -0.074], [-0.334, -2.586, 0.731], [-2.199, -2.469, 0.775], [-3.039, -2.820, -0.286], [-4.409, -2.849, -0.073], [-4.925, -2.522, 1.177], [-4.082, -2.179, 2.229], [-2.708, -2.148, 2.036], [0.796, -3.575, 1.862], [0.814, -3.394, 3.253], [1.490, -4.304, 4.049], [2.143, -5.389, 3.472], [2.126, -5.575, 2.096], [1.463, -4.666, 1.285], [0.209, -0.844, 0.954], [-2.643, -3.095, -1.257], [-5.075, -3.135, -0.876], [-5.995, -2.547, 1.337], [-4.495, -1.946, 3.201], [-2.063, -1.902, 2.872], [0.309, -2.563, 3.726], [1.508, -4.172, 5.122], [2.665, -6.096, 4.103], [2.627, -6.428, 1.657], [1.451, -4.827, 0.212]],
  "mol_weight_da": 791.6,
  "spin_multiplicity": 1,
  "total_charge": 4,
  "e_above_lowest_kcal_mol": 85.8,
  "homo_lumo_gap_ev": 7.54
}

=====

2.
{
  "formula": "C6H15N2",
  "method": "wB97M-V/def2-TZVPD",
  "species": ["C", "C", "C", "C", "C", "C", "N", "N", "H", "H", "H", "H", "H", "H", "H", "H", "H", "H", "H", "H", "H", "H", "H"],
  "positions_angstrom": [[-0.053, -0.431, -0.081], [-2.367, -0.681, 0.695], [-1.766, 0.582, -1.485], [2.535, -0.360, -0.132], [1.732, 1.588, 1.013], [-1.349, 0.273, 0.013], [0.200, -1.645, -0.494], [1.464, 0.603, -0.010], [-2.024, -1.031, 1.741], [-2.633, -1.589, 0.201], [-3.176, -0.074, 0.839], [-1.068, 0.354, -2.266], [-2.778, 0.073, -1.542], [-1.925, 1.685, -1.631], [3.538, 0.076, -0.139], [2.627, -1.045, -0.979], [2.460, -0.936, 0.825], [2.168, 1.285, 1.915], [0.757, 2.140, 1.275], [2.408, 2.364, 0.628], [-1.096, 1.059, 0.730], [-0.726, -2.130, -0.630], [1.071, -2.160, -0.486]],
  "mol_weight_da": 115.2,
  "spin_multiplicity": 1,
  "total_charge": 1,
  "e_above_lowest_kcal_mol": 94.7,
  "homo_lumo_gap_ev": [9.14, 9.14]
}